1.
DFT (the ωB97M-V functional and the def2-TZVPD basis) results for 6 unconnected molecules or ions with the total composition C19H48BrN8O12P at a distorted geometry.

Each line ends with the Mulliken charge.
Cartesian coordinates (Å):
C: -3.391 -1.518 0.026  -1.1784
C: -2.591 -2.042 1.211  -0.3646
P: -2.034 -0.803 2.455  -0.5368
C: -3.635 -0.342 3.275  -0.2264
C: -3.650 1.110 3.762  -1.3483
C: -1.525 0.739 1.556  -0.6532
O: -0.201 0.613 1.056  -0.0984
C: -0.107 0.675 -0.347  0.5723
C: -0.245 2.080 -0.923  -1.1405
C: 0.512 3.188 -0.195  1.7118
C: -0.140 3.564 1.139  -1.1343
C: 0.474 4.422 -1.128  -1.7933
C: 1.193 -0.036 -0.776  0.7859
Br: 0.770 -2.017 -0.677  -0.1809
C: 2.324 0.208 0.233  -2.2915
C: 3.774 0.075 -0.297  0.7759
N: 4.675 0.001 0.902  -0.6572
N: 4.045 -1.106 -1.070  -0.6747
N: 4.119 1.240 -1.078  -0.2214
O: 1.610 0.325 -2.035  -0.3255
C: 0.832 -0.098 -3.136  -0.7490
H: -3.772 -2.364 -0.540  0.4552
H: -4.255 -0.933 0.330  0.2596
H: -2.799 -0.923 -0.663  0.1067
H: -3.243 -2.709 1.766  0.4276
H: -1.762 -2.652 0.888  0.3778
H: -4.431 -0.454 2.543  0.3192
H: -3.798 -1.008 4.112  0.3150
H: -2.720 1.338 4.277  0.3765
H: -3.684 1.781 2.910  0.2233
H: -4.462 1.308 4.450  0.4404
H: -1.514 1.532 2.294  0.3388
H: -2.229 1.060 0.788  0.5541
H: -0.925 0.085 -0.758  -0.3942
H: -1.298 2.342 -0.870  0.4317
H: 0.024 2.116 -1.971  0.6821
H: 1.565 2.958 -0.057  -0.4088
H: -0.054 4.627 1.342  0.5437
H: 0.336 3.050 1.967  0.2130
H: -1.200 3.319 1.146  -0.1293
H: -0.533 4.495 -1.526  0.3499
H: 1.183 4.343 -1.944  0.3766
H: 0.626 5.336 -0.569  0.4734
H: 2.191 -0.525 1.015  0.4458
H: 2.202 1.176 0.709  0.6176
H: 4.937 -0.969 1.050  0.2897
H: 4.163 0.279 1.735  0.2966
H: 3.762 -0.991 -2.031  0.2274
H: 3.653 -1.939 -0.657  0.3064
H: 5.126 1.317 -1.149  0.2847
H: 3.728 2.062 -0.641  0.1139
H: 1.064 -1.115 -3.431  0.3876
H: -0.238 0.022 -2.996  0.2088
H: 1.107 0.542 -3.971  0.3251
C: -3.205 -4.319 6.251  -0.8377
N: -2.729 -4.256 4.843  0.9186
O: -3.452 -3.728 4.020  -0.4867
O: -1.643 -4.746 4.608  -0.5224
H: -4.180 -3.850 6.305  0.3158
H: -3.256 -5.368 6.527  0.3135
H: -2.478 -3.793 6.862  0.3124
C: 7.156 1.868 -4.158  -0.7363
N: 7.711 1.945 -2.777  0.8641
O: 6.925 2.136 -1.868  -0.5622
O: 8.911 1.810 -2.655  -0.5397
H: 6.082 2.003 -4.104  0.2945
H: 7.625 2.654 -4.740  0.3066
H: 7.410 0.890 -4.555  0.2834
C: -5.062 5.131 0.420  -0.8476
N: -3.811 4.325 0.389  0.8491
O: -3.114 4.398 -0.602  -0.5006
O: -3.579 3.640 1.368  -0.4973
H: -5.137 5.682 -0.510  0.3116
H: -5.891 4.439 0.537  0.3059
H: -4.996 5.801 1.272  0.3184
C: -1.859 -7.205 2.058  -0.5314
N: -3.181 -7.823 2.350  0.8857
O: -3.849 -8.210 1.412  -0.5321
O: -3.505 -7.895 3.521  -0.5275
H: -1.706 -7.206 0.986  0.3036
H: -1.881 -6.193 2.454  0.1232
H: -1.103 -7.799 2.563  0.2658
C: 2.424 -1.073 -6.646  -0.6126
N: 2.847 0.353 -6.568  0.8999
O: 4.029 0.585 -6.405  -0.5293
O: 1.971 1.188 -6.671  -0.5112
H: 3.300 -1.700 -6.536  0.2992
H: 1.717 -1.246 -5.841  0.1810
H: 1.953 -1.225 -7.612  0.3141

## Properties
- E_HOMO: -7.818 eV
- Calculated total energy: -136288.9264 eV

2.
DFT (the ωB97M-V functional and the def2-TZVPD basis) results for 3 unconnected molecules or ions with the total composition C19H48N8O6P3S at a distorted geometry.

Each line ends with the Mulliken charge.
Cartesian coordinates (Å):
C: 0.625 -1.892 0.163  -0.6335
C: 0.638 -0.286 0.480  0.5636
O: 0.374 0.082 1.762  -0.5090
O: 0.951 0.803 -0.454  -0.2779
C: 0.360 0.603 -1.784  0.0143
C: -1.220 1.008 -1.922  0.0049
C: -1.846 1.844 -0.662  0.0129
C: -3.498 1.587 -0.720  -0.8070
P: -3.973 -0.164 -0.043  0.7810
N: -5.627 -0.194 0.695  -0.4111
C: -5.899 -1.534 0.996  0.2859
S: -6.116 -3.194 1.427  -0.0011
O: -3.968 -1.410 -1.259  -0.0944
N: -4.288 -0.905 -2.488  0.1570
O: -3.629 -1.615 -3.262  -0.2279
H: -0.355 -2.101 -0.486  0.1453
H: 0.493 -2.516 1.171  0.2887
H: 1.546 -2.292 -0.438  0.1990
H: 0.955 1.329 -2.522  0.2473
H: 0.486 -0.472 -2.232  -0.1807
H: -1.319 1.719 -2.876  0.3630
H: -1.835 0.031 -2.214  -0.2692
H: -1.709 2.996 -0.838  0.4066
H: -1.517 1.479 0.399  -0.1474
H: -3.912 1.739 -1.805  0.4739
H: -3.982 2.359 0.034  0.3882
H: -3.027 -0.505 0.992  0.1742
O: 2.837 -1.196 -3.256  -0.6646
P: 3.483 -1.988 -4.419  0.8025
N: 2.936 -3.481 -3.797  0.3162
C: 3.630 -4.755 -3.768  -0.9264
C: 1.522 -3.731 -4.085  -1.1704
N: 5.065 -1.603 -3.856  0.1075
C: 5.609 -2.251 -2.666  -0.9252
C: 5.288 -0.154 -3.716  -1.1200
N: 4.225 -2.898 -5.756  -0.0574
C: 5.640 -3.247 -5.876  -0.9043
C: 3.791 -2.303 -7.026  -1.1420
H: 3.658 -5.242 -4.745  0.3435
H: 3.137 -5.445 -3.071  0.3586
H: 4.649 -4.675 -3.394  0.1907
H: 1.381 -4.055 -5.122  0.3094
H: 0.921 -2.830 -3.930  0.2766
H: 1.102 -4.498 -3.418  0.3352
H: 4.892 -2.287 -1.841  0.1767
H: 6.515 -1.746 -2.307  0.3865
H: 5.945 -3.262 -2.892  0.2458
H: 4.861 0.238 -2.790  0.2912
H: 4.836 0.390 -4.553  0.3720
H: 6.359 0.077 -3.726  0.3609
H: 6.285 -2.368 -5.975  0.3040
H: 5.803 -3.873 -6.762  0.3784
H: 5.986 -3.853 -5.037  0.2677
H: 4.270 -1.330 -7.186  0.3734
H: 2.707 -2.150 -7.021  0.3612
H: 4.016 -2.955 -7.877  0.3779
O: -3.139 2.298 2.907  -0.8748
P: -2.561 2.121 4.333  0.9356
N: -4.043 2.556 5.062  0.2028
C: -4.263 3.361 6.249  -0.8763
C: -5.020 1.465 5.055  -1.0668
N: -1.528 3.484 4.128  0.1757
C: -2.070 4.840 4.150  -1.0810
C: -0.658 3.372 2.944  -1.1110
N: -1.898 1.919 5.972  -0.0441
C: -1.049 2.876 6.680  -0.9052
C: -1.269 0.595 6.063  -1.1511
H: -4.039 2.822 7.172  0.3286
H: -5.311 3.685 6.305  0.3688
H: -3.694 4.288 6.245  0.1717
H: -4.795 0.729 5.835  0.3347
H: -5.024 0.943 4.093  0.1981
H: -6.043 1.836 5.207  0.3575
H: -2.981 4.938 3.553  0.2935
H: -1.342 5.575 3.784  0.3892
H: -2.275 5.160 5.171  0.2759
H: -1.186 3.630 2.023  0.3035
H: -0.277 2.350 2.839  0.3201
H: 0.212 4.029 3.038  0.3970
H: -0.080 3.023 6.190  0.3067
H: -0.849 2.525 7.700  0.3793
H: -1.537 3.843 6.806  0.2707
H: -0.337 0.564 5.489  0.3912
H: -1.940 -0.171 5.660  0.3593
H: -1.058 0.317 7.101  0.3780

## Properties
- E_HOMO: -9.872 eV
- Calculated total energy: -83366.5766 eV
- Charge: +1

3.
DFT (the ωB97M-V functional and the def2-TZVPD basis) results for a molecular structure, C19H48O15V3 at a distorted geometry.

Each line ends with the Mulliken charge.
Cartesian coordinates (Å):
O: 2.608 3.772 -5.930  -0.5324
V: 2.285 2.263 -5.605  1.7944
O: 2.629 1.351 -6.897  -0.5548
O: 0.783 -5.476 -0.171  -0.5372
V: 1.333 -4.543 -1.341  1.8088
O: 2.311 -5.375 -2.274  -0.5276
O: -1.788 1.816 3.289  -0.5322
V: -1.225 2.484 1.976  1.8012
O: -1.190 4.072 2.215  -0.5460
C: 0.610 0.088 -1.676  0.8052
O: 0.226 -0.503 -0.654  -0.6766
O: 1.102 -0.521 -2.643  -0.6747
O: 0.456 1.280 -1.767  -0.6415
C: 1.688 -5.030 6.248  -1.1587
C: 1.412 -3.612 5.784  0.2523
C: 0.666 -2.926 6.860  -1.2583
O: 2.599 -2.855 5.652  -0.5413
H: 2.191 -5.559 5.439  0.3088
H: 0.774 -5.555 6.526  0.3489
H: 2.377 -5.032 7.093  0.3350
H: 0.697 -3.535 4.965  0.2957
H: 1.090 -2.942 7.864  0.3318
H: -0.343 -3.296 7.041  0.3894
H: 0.508 -1.876 6.615  0.3276
H: 3.084 -3.079 6.449  0.3688
C: 8.048 4.194 -2.906  -1.2203
C: 6.786 3.624 -2.188  0.4305
C: 5.899 4.788 -1.614  -1.2259
O: 6.035 2.881 -3.057  -0.5053
H: 8.772 4.701 -2.268  0.3353
H: 7.782 4.845 -3.739  0.3277
H: 8.536 3.392 -3.459  0.3787
H: 7.062 3.018 -1.325  0.1805
H: 6.297 5.287 -0.731  0.3627
H: 4.953 4.334 -1.318  0.3088
H: 5.648 5.576 -2.324  0.3141
H: 6.667 2.247 -3.402  0.3182
C: -2.464 8.714 -4.260  -1.1605
C: -2.659 7.655 -3.147  0.3346
C: -3.227 8.337 -1.877  -1.1921
O: -3.591 6.676 -3.635  -0.5562
H: -1.920 9.568 -3.857  0.3453
H: -3.463 9.028 -4.561  0.3248
H: -1.972 8.206 -5.089  0.3015
H: -1.677 7.202 -3.013  0.2755
H: -4.157 8.885 -2.030  0.3041
H: -2.511 9.061 -1.488  0.3639
H: -3.432 7.639 -1.066  0.3177
H: -4.408 7.052 -3.969  0.3414
C: -7.556 -6.704 1.347  -1.1326
C: -6.575 -5.598 0.931  0.6233
C: -5.294 -5.459 1.803  -1.3867
O: -6.156 -5.855 -0.431  -0.5536
H: -7.056 -7.464 1.948  0.2559
H: -8.063 -7.200 0.519  0.3555
H: -8.320 -6.337 2.033  0.3189
H: -7.130 -4.670 1.066  0.1349
H: -4.678 -6.354 1.713  0.3583
H: -5.451 -5.437 2.881  0.3792
H: -4.662 -4.647 1.445  0.3129
H: -6.988 -5.933 -0.904  0.3343
C: 7.325 -2.423 1.392  -1.4795
C: 6.687 -3.455 0.414  0.5244
C: 7.174 -4.888 0.611  -1.1701
O: 5.348 -3.467 0.782  -0.5176
H: 8.270 -2.139 0.929  0.3631
H: 7.564 -2.849 2.367  0.3541
H: 6.765 -1.500 1.545  0.4546
H: 6.721 -3.038 -0.593  0.2202
H: 6.699 -5.674 0.024  0.3381
H: 7.142 -5.172 1.663  0.2876
H: 8.217 -4.815 0.303  0.3342
H: 5.262 -2.803 1.470  0.2954
C: -7.705 1.454 -0.586  -1.0912
C: -6.312 0.714 -0.651  0.2635
C: -5.988 0.208 -2.024  -1.2430
O: -5.426 1.842 -0.533  -0.5429
H: -7.915 1.756 0.440  0.2921
H: -8.539 0.835 -0.916  0.3500
H: -7.698 2.336 -1.226  0.2961
H: -6.170 -0.074 0.089  0.3245
H: -5.034 -0.306 -2.146  0.3131
H: -6.148 0.963 -2.794  0.3489
H: -6.704 -0.558 -2.324  0.3484
H: -5.491 2.385 -1.322  0.3436

## Properties
- E_HOMO: -8.913 eV
- Calculated total energy: -128234.3092 eV
- Charge: +1